Here is 5 unconnected molecules or ions with the total composition C3H18NO5S from the OMol25 dataset. Energies are from the ωB97M-V functional and the def2-TZVPD basis.

Values from the calculation:
HOMO-LUMO gap: 8.9 eV

```
! RIJCOSX wB97M-V def2-TZVPD def2/J DEFGRID3
* xyz 1 1
C 0.32 2.21 1.39
O -1.00 2.20 1.85
C 0.51 1.24 0.16
C 1.87 0.66 0.22
S 2.82 1.94 -0.45
N -0.64 0.20 0.21
H 0.45 3.29 1.19
H 1.23 2.05 2.19
H -1.33 3.06 1.96
H 0.13 1.85 -0.75
H 2.21 0.22 1.23
H 1.97 -0.39 -0.44
H 3.86 1.76 0.24
H -0.21 -0.51 -0.33
H -0.91 -0.10 1.15
H -1.48 0.60 -0.21
H -1.89 -1.84 2.59
H -2.62 -1.56 1.34
O -1.75 -1.58 1.76
H 2.63 -1.16 -2.23
H 3.02 -2.16 -0.98
O 2.47 -1.43 -1.30
H -3.01 -1.29 -1.47
H -3.54 0.05 -1.77
O -3.32 -0.53 -1.02
H -0.16 -3.34 -1.59
H -0.85 -2.77 -2.94
O -0.76 -2.66 -1.99
*
```

Here is 2 unconnected molecules or ions with the total composition C23H21F3N2O4S from the OMol25 dataset. Energies are from the ωB97M-V functional and the def2-TZVPD basis.

Values from the calculation:
HOMO-LUMO gap: 4.3 eV

```
! RIJCOSX wB97M-V def2-TZVPD def2/J DEFGRID3
* xyz 0 1
C 0.18 -3.11 2.26
N -0.51 -1.96 1.69
C -1.83 -2.21 1.14
C 0.02 -0.73 1.75
C -0.73 0.47 2.07
C -2.06 0.48 2.57
C -2.79 1.65 2.62
C -2.16 2.86 2.31
C -2.96 4.13 2.25
F -2.20 5.22 2.59
F -3.45 4.37 0.98
F -4.04 4.11 3.09
C -0.80 2.92 2.08
C -0.08 1.74 2.00
H -0.26 -4.02 1.83
H 1.26 -3.08 2.04
H 0.06 -3.19 3.36
H -1.86 -3.26 0.84
H -2.64 -2.06 1.87
H -2.01 -1.57 0.28
H 1.11 -0.65 1.86
H -2.55 -0.43 2.92
H -3.85 1.66 2.87
H -0.32 3.89 1.91
H 0.98 1.80 1.84
C 5.42 -0.36 1.21
C 4.40 0.50 1.64
C 3.39 0.88 0.75
C 3.36 0.32 -0.53
S 1.97 0.74 -1.62
C 0.66 -0.29 -1.18
C -0.28 -0.51 -2.24
C -1.13 -1.65 -2.22
C -2.14 -1.83 -3.16
C -2.37 -0.90 -4.19
N -3.47 -1.00 -5.06
O -3.63 -0.15 -5.96
O -4.26 -1.96 -4.92
C -1.45 0.18 -4.31
C -0.46 0.38 -3.36
O 1.66 2.11 -1.32
O 2.51 0.41 -2.92
C 4.38 -0.52 -0.98
C 5.42 -0.85 -0.10
H 6.22 -0.63 1.89
H 4.38 0.88 2.66
H 2.64 1.61 1.03
H 0.87 -1.07 -0.46
H -0.99 -2.38 -1.43
H -2.79 -2.70 -3.10
H -1.58 0.86 -5.16
H 0.16 1.27 -3.51
H 4.36 -0.90 -2.00
H 6.23 -1.50 -0.45
*
```

Here is a molecular structure, C14H12N2O4SeTb from the OMol25 dataset. Energies are from the ωB97M-V functional and the def2-TZVPD basis.

Values from the calculation:
HOMO-LUMO gap (alpha / beta): 4.3 / 4.6 eV

```
! RIJCOSX wB97M-V def2-TZVPD def2/J DEFGRID3
* xyz 3 7
Tb 1.06 -1.76 -2.35
C 0.09 -1.36 -0.01
O -0.32 -1.63 1.04
C 0.58 -3.85 -1.18
O 0.22 -4.61 -0.40
C 2.35 -1.88 -0.12
O 2.66 -1.83 1.00
C -1.41 -2.03 -1.81
O -2.43 -2.17 -1.27
C 2.03 -2.12 -4.60
H 1.31 -1.63 -5.28
H 3.00 -1.61 -4.54
C 1.91 -3.47 -4.30
H 2.78 -4.08 -4.01
H 1.11 -4.10 -4.74
C -2.31 1.46 -0.34
N -1.07 1.84 0.35
C 0.21 1.75 -0.15
Se 0.71 1.13 -1.84
N 1.05 1.99 0.92
C 0.32 2.25 2.08
C 0.72 2.44 3.39
C -0.29 2.52 4.35
C -1.65 2.43 3.99
C -2.03 2.23 2.66
C -1.01 2.13 1.72
H -2.19 1.65 -1.40
H -3.14 2.08 0.04
H -2.58 0.40 -0.16
H 2.06 1.94 0.88
H 1.79 2.51 3.62
H -0.02 2.66 5.40
H -2.44 2.53 4.73
H -3.06 2.17 2.31
*
```

Here is C4H6FNO in the gas phase from the OMol25 dataset. Energies are from the ωB97M-V functional and the def2-TZVPD basis.

Values from the calculation:
HOMO-LUMO gap: 9.2 eV
SMILES: CN(C=O)/C=C/F

```
! RIJCOSX wB97M-V def2-TZVPD def2/J DEFGRID3
* xyz 0 1
C 1.19 -0.18 -0.97
C -1.19 -0.71 -1.22
C -0.48 -0.06 0.96
C 0.12 0.89 1.86
H 1.06 -0.47 -2.09
H 1.71 0.83 -0.66
H 1.91 -0.88 -0.47
H -2.18 -0.78 -0.70
H -1.53 -0.40 1.24
H 1.00 1.73 1.63
N -0.25 -0.06 -0.34
O -0.88 -0.87 -2.38
F -0.49 0.96 3.13
*
```

Here is a gas-phase ion, C5H9N2 (charge +1) from the OMol25 dataset. Energies are from the ωB97M-V functional and the def2-TZVPD basis.

Values from the calculation:
HOMO-LUMO gap: 9.8 eV
SMILES: C[N+]1=CC[C@H]2CN21

```
! RIJCOSX wB97M-V def2-TZVPD def2/J DEFGRID3
* xyz 1 1
C 0.16 -1.18 0.05
C -1.73 -1.07 -0.04
C -0.71 1.36 0.52
C -1.39 0.43 -0.39
C 2.39 0.13 -0.07
N 0.02 0.89 -0.67
N 0.95 -0.12 -0.24
H 0.52 -2.25 0.24
H -2.20 -1.50 -0.96
H -1.14 2.40 0.46
H -0.62 1.01 1.53
H -2.14 -1.46 0.93
H -1.94 0.86 -1.21
H 2.49 0.81 -0.97
H 2.56 0.48 0.92
H 2.78 -0.79 -0.11
*
```

Here is a molecular structure, C22H29N4O7SiTm from the OMol25 dataset. Energies are from the ωB97M-V functional and the def2-TZVPD basis.

Values from the calculation:
HOMO-LUMO gap (alpha / beta): 6.0 / 6.0 eV

```
! RIJCOSX wB97M-V def2-TZVPD def2/J DEFGRID3
* xyz -2 3
Tm -0.39 0.28 -0.09
O -2.68 -0.98 3.76
C -2.34 -2.28 3.78
C -3.08 -3.12 4.61
C -2.78 -4.47 4.68
C -1.75 -5.01 3.91
C -1.02 -4.16 3.08
C -1.29 -2.80 3.01
C -0.49 -1.89 2.14
O -0.90 -0.66 2.01
N 0.57 -2.40 1.59
N 1.18 -1.51 0.71
C 2.34 -1.88 0.34
C 3.22 -1.16 -0.57
C 4.47 -1.72 -0.84
C 5.40 -1.12 -1.67
C 5.06 0.11 -2.25
C 3.84 0.69 -2.00
C 2.86 0.09 -1.16
O 1.73 0.66 -0.96
H -2.12 -0.57 3.05
H -3.89 -2.69 5.19
H -3.37 -5.12 5.32
H -1.53 -6.06 3.94
H -0.22 -4.54 2.47
H 2.72 -2.82 0.76
H 4.71 -2.67 -0.37
H 6.36 -1.58 -1.85
H 5.77 0.61 -2.90
H 3.58 1.65 -2.44
N -0.19 -0.56 -2.76
C 0.54 0.00 -3.89
C 0.04 1.39 -4.25
C 0.23 2.45 -3.17
N -0.65 2.24 -2.03
H 0.19 -1.45 -2.45
H -1.17 -0.74 -2.97
H 0.49 -0.64 -4.78
H 1.59 0.07 -3.60
H -1.03 1.33 -4.52
H 0.57 1.72 -5.15
H 0.08 3.44 -3.63
H 1.26 2.41 -2.81
H -1.63 2.14 -2.28
H -0.58 2.99 -1.35
O -4.57 -0.06 -0.69
C -3.37 -0.21 -0.60
O -2.48 0.74 -0.54
C -2.73 -1.66 -0.64
O -3.45 -2.63 -0.70
O -1.44 -1.65 -0.65
C -1.59 3.80 1.80
Si -0.10 2.60 1.62
C 1.30 3.88 1.32
C 0.22 2.19 3.46
H -1.38 4.56 2.57
H -2.50 3.26 2.07
H -1.80 4.32 0.86
H 1.27 4.67 2.08
H 1.21 4.36 0.34
H 2.29 3.40 1.36
H 0.28 3.12 4.06
H 1.15 1.64 3.59
H -0.58 1.57 3.87
*
```

For the records above, the corresponding largest force on an atom values read 5.784, 2.693, 6.365, 7.007, 8.099, 1.355 eV/A.
For the records above, the corresponding total energy values read -25957.547, -54343.225, -113632.375, -10497.386, -8298.957, -80992.726 eV.